[1]
Computed, not measured: C12H33N4NaO6 as an isolated structure in a non-equilibrium geometry, with ωB97M-V/def2-TZVPD.

Each line ends with the Mulliken charge.
Positions of all 56 atoms, in Å:
Na1 0.447 0.066 -0.482  0.787
N1 1.363 1.835 -2.852  0.939
O1 1.715 0.634 -2.661  -0.560
O2 0.682 2.410 -1.969  -0.596
O3 1.712 2.428 -3.886  -0.671
C1 -1.299 -4.059 -0.312  -1.732
C2 -0.755 -2.840 -1.069  1.370
C3 -0.945 -2.917 -2.573  -1.012
O4 -0.367 -1.746 -3.089  -0.102
C4 -0.605 -1.509 -4.453  -0.906
N2 -1.343 -1.594 -0.585  -0.519
H1 -2.396 -4.039 -0.303  0.403
H2 -1.050 -4.025 0.750  0.400
H3 -1.011 -5.018 -0.745  0.419
H4 0.323 -2.830 -0.891  -0.514
H5 -1.997 -2.980 -2.882  0.432
H6 -0.419 -3.785 -2.989  0.417
H7 -0.635 -2.455 -5.018  0.344
H8 0.164 -0.860 -4.850  0.234
H9 -1.635 -1.160 -4.606  0.334
H10 -1.681 -1.760 0.364  0.211
H11 -2.228 -1.394 -1.049  0.254
C5 4.915 -1.730 0.071  -1.480
C6 3.604 -1.093 0.527  0.257
C7 3.592 0.397 0.201  -1.208
O5 2.343 0.959 0.558  -0.068
C8 2.394 1.942 1.562  -0.588
N3 2.370 -1.655 -0.046  -0.389
H12 4.709 -2.775 -0.173  0.379
H13 5.710 -1.629 0.806  0.380
H14 5.308 -1.303 -0.857  0.355
H15 3.531 -1.087 1.620  0.334
H16 3.743 0.490 -0.882  0.366
H17 4.404 0.951 0.678  0.505
H18 1.354 2.200 1.768  -0.067
H19 2.955 2.853 1.329  0.333
H20 2.807 1.539 2.498  0.361
H21 2.383 -2.638 0.220  0.272
H22 2.481 -1.638 -1.064  0.239
C9 -2.850 3.946 1.119  -1.519
C10 -1.954 2.856 1.671  0.338
C11 -2.726 1.771 2.430  -0.630
O6 -3.401 2.356 3.510  -0.336
C12 -4.104 1.404 4.306  -0.733
N4 -1.136 2.205 0.622  -0.223
H23 -3.417 3.675 0.229  0.361
H24 -2.358 4.908 0.929  0.372
H25 -3.517 4.338 1.899  0.392
H26 -1.233 3.350 2.327  0.222
H27 -1.997 1.046 2.811  0.344
H28 -3.363 1.294 1.671  0.285
H29 -4.287 1.960 5.223  0.257
H30 -3.463 0.551 4.553  0.303
H31 -5.008 1.054 3.809  0.283
H32 -0.247 2.683 0.494  0.172
H33 -1.582 2.419 -0.270  0.196

Properties
Total energy: -35637.88455 eV
HOMO level: -8.0 eV
Net charge: 0
ΔE to the lowest compared entry with this formula, charge and spin: 18.1 kcal per mole



[2]
Computed, not measured: C38H16Br4IrN8O2 as an isolated structure in a non-equilibrium geometry, with ωB97M-V/def2-TZVPD.

Each line ends with the Löwdin spin population.
Positions of all 69 atoms, in Å:
Ir1 0.505 0.533 -0.004  0.873
C1 4.054 -4.843 0.539  -0.004
C2 4.124 -4.752 -0.860  -0.004
C3 3.677 -3.626 -1.527  -0.003
C4 3.152 -2.589 -0.764  -0.005
C5 2.523 -1.329 -1.128  -0.020
N1 2.456 -0.842 -2.363  0.007
C6 1.732 0.205 -2.695  -0.007
C7 1.799 0.890 -3.986  0.000
C8 2.656 0.747 -5.067  -0.002
C9 2.488 1.609 -6.139  0.000
C10 1.486 2.586 -6.131  -0.002
C11 0.627 2.724 -5.052  0.000
C12 0.800 1.863 -3.979  -0.001
C13 0.125 1.769 -2.684  0.006
N2 -0.941 2.466 -2.342  -0.004
C14 -1.417 2.514 -1.105  0.021
N3 -0.779 2.102 0.026  0.012
C15 -1.558 2.359 1.116  0.024
N4 -1.254 2.115 2.381  -0.004
C16 -0.245 1.353 2.757  0.011
N5 0.450 0.468 1.984  0.013
C17 1.360 -0.213 2.747  -0.005
N6 2.143 -1.196 2.359  0.007
C18 2.385 -1.489 1.087  -0.019
N7 2.101 -0.712 0.007  0.017
C19 3.071 -2.686 0.628  -0.006
C20 3.528 -3.815 1.299  -0.003
C21 1.250 0.272 4.122  0.001
C22 1.973 -0.023 5.268  -0.002
C23 1.670 0.685 6.420  0.001
C24 0.668 1.663 6.426  -0.002
C25 -0.053 1.956 5.280  0.001
C26 0.252 1.247 4.128  -0.001
C27 -2.775 3.012 0.667  0.006
C28 -3.910 3.438 1.348  0.003
C29 -4.955 3.943 0.599  0.004
C30 -4.876 4.023 -0.801  0.005
C31 -3.746 3.607 -1.479  0.002
C32 -2.690 3.103 -0.726  0.006
N8 0.727 0.779 -1.964  0.015
H1 4.411 -5.741 1.027  0.000
H2 4.529 -5.583 -1.423  0.000
H3 3.716 -3.553 -2.606  0.000
H4 3.427 -0.013 -5.064  0.000
H5 3.144 1.532 -6.996  0.000
H6 1.388 3.249 -6.982  0.000
H7 -0.153 3.474 -5.038  0.000
H8 3.462 -3.882 2.377  0.000
H9 2.751 -0.775 5.252  0.000
H10 2.220 0.487 7.330  0.000
H11 0.464 2.204 7.341  0.000
H12 -0.824 2.715 5.273  0.000
H13 -3.968 3.364 2.426  0.000
H14 -5.858 4.276 1.096  0.000
H15 -5.720 4.413 -1.355  0.000
H16 -3.681 3.655 -2.558  0.000
Br1 -3.440 -6.121 0.049  0.000
C33 -3.004 -4.305 -0.005  -0.002
C34 -4.127 -3.309 -0.006  0.000
Br2 -5.879 -3.957 0.048  0.000
C35 -3.905 -1.986 -0.042  0.000
Br3 -5.224 -0.671 -0.041  0.000
C36 -2.518 -1.470 -0.090  0.000
O1 -2.230 -0.307 -0.127  0.011
C37 -1.366 -2.496 -0.087  0.001
O2 -0.231 -2.097 -0.118  0.047
C38 -1.715 -3.931 -0.040  0.003
Br4 -0.253 -5.087 -0.035  0.001

Properties
Total energy: -338691.84067 eV
2S+1: 2
HOMO level (spin up / spin down): -6.1 / -6.1 eV
Net charge: 0



[3]
Computed, not measured: C17H17NO4S3 as an isolated structure in a non-equilibrium geometry, with ωB97M-V/def2-TZVPD.

Each line ends with the Mulliken charge.
Positions of all 42 atoms, in Å:
C1 1.175 -0.537 5.565  -0.400
C2 1.808 -1.673 5.050  -0.634
C3 1.590 -2.058 3.723  0.037
C4 0.749 -1.288 2.916  -0.004
S1 0.292 -1.836 1.258  1.516
C5 1.827 -2.114 0.375  -0.912
C6 1.888 -1.302 -0.871  0.529
C7 2.905 -0.333 -1.060  -0.657
C8 3.027 0.350 -2.260  -0.461
C9 2.155 0.042 -3.325  -0.086
N1 2.430 0.506 -4.643  0.931
O1 1.687 0.110 -5.573  -0.600
O2 3.403 1.270 -4.833  -0.605
C10 1.080 -0.849 -3.125  -0.592
C11 0.950 -1.508 -1.913  -0.309
O3 -0.297 -3.149 1.419  -0.682
O4 -0.469 -0.754 0.685  -0.706
C12 0.142 -0.133 3.412  -0.356
C13 0.355 0.240 4.739  -0.554
H1 1.318 -0.257 6.610  0.365
H2 2.461 -2.274 5.683  0.370
H3 2.059 -2.955 3.318  0.147
H4 2.635 -1.896 1.078  0.722
H5 3.588 -0.141 -0.230  0.363
H6 3.800 1.097 -2.418  0.443
H7 0.388 -1.021 -3.948  0.431
H8 0.121 -2.207 -1.783  0.435
H9 -0.502 0.455 2.760  0.450
H10 -0.131 1.136 5.123  0.368
C14 3.038 -7.622 0.207  -0.458
C15 3.266 -6.778 -1.032  -0.650
S2 3.596 -5.007 -0.693  -0.006
C16 2.314 -4.525 0.260  0.166
S3 1.937 -5.451 1.597  0.069
C17 1.815 -7.158 0.976  -0.732
H11 2.858 -8.653 -0.114  0.326
H12 3.923 -7.607 0.850  0.285
H13 4.170 -7.094 -1.566  0.369
H14 2.407 -6.809 -1.710  0.365
H15 1.811 -3.477 0.099  -0.007
H16 0.904 -7.189 0.369  0.357
H17 1.672 -7.742 1.892  0.364

Properties
Total energy: -60082.56266 eV
HOMO level: -7.2 eV
Net charge: 0



[4]
Computed, not measured: C2H7O2P2S as an isolated structure in a non-equilibrium geometry, with ωB97M-V/def2-TZVPD.

Each line ends with the Mulliken charge.
Positions of all 14 atoms, in Å:
C1 -1.543 0.804 -0.154  -0.865
C2 -0.139 0.940 0.429  -0.089
O1 1.171 0.006 -1.869  -0.727
O2 -0.549 -1.850 -0.274  -0.765
P1 2.557 -1.070 0.733  -0.124
P2 1.204 0.176 -0.395  0.213
S1 1.056 2.282 0.183  -0.410
H1 -2.344 0.712 0.651  0.257
H2 -1.547 -0.155 -0.690  0.268
H3 -1.778 1.535 -0.929  0.333
H4 -0.116 0.590 1.429  0.400
H5 -0.122 -1.931 -1.108  0.381
H6 1.879 -0.700 1.936  -0.072
H7 0.271 -1.338 0.056  0.200

Properties
Total energy: -35696.03945 eV
HOMO level: -3.5 eV
Net charge: -1
ΔE to the lowest compared entry with this formula, charge and spin: 41.4 kcal per mole